{"formula": "C2H7S3", "method": "ωB97M-V with the def2-TZVPD basis set", "e_lumo_ev": 3.268, "e_homo_ev": -2.1, "e_above_lowest_kj_mol": 80.47, "charge": -1, "symbols": ["C", "S", "H", "H", "H", "C", "S", "S", "H", "H", "H", "H"], "positions_angstrom": [[-0.322, -1.711, -0.580], [0.759, -3.157, -0.613], [-0.088, -1.252, 0.378], [-0.019, -0.869, -1.200], [-1.360, -2.015, -0.623], [-0.602, 2.258, 0.800], [1.024, 2.175, 0.015], [2.094, 0.560, 0.713], [-1.381, 1.772, 0.216], [-0.763, 3.341, 0.808], [-0.812, 1.937, 1.825], [1.470, -3.038, -1.740]], "forces_ev_per_angstrom": [[0.7, 0.6, 0.7], [0.1, -0.5, 0.0], [-0.3, -0.1, 0.4], [-0.2, -0.4, -0.6], [-0.1, 0.1, -0.4], [-0.6, 0.5, 0.1], [0.3, -0.1, 0.2], [-0.1, -0.2, 0.1], [-0.1, 0.0, -0.3], [-0.4, 0.0, -0.1], [1.0, -0.2, 0.1], [-0.2, 0.3, -0.1]]}



{"formula": "C2H8", "method": "ωB97M-V with the def2-TZVPD basis set", "e_lumo_ev": 1.065, "e_homo_ev": -13.3, "e_above_lowest_kj_mol": 0.42, "symbols": ["C", "H", "H", "H", "H", "C", "H", "H", "H", "H"], "positions_angstrom": [[-1.045, 0.172, 2.033], [-0.418, 1.042, 1.789], [-0.461, -0.750, 1.899], [-1.920, 0.153, 1.367], [-1.382, 0.244, 3.078], [1.045, -0.172, -2.033], [0.210, -0.137, -1.318], [1.736, -0.981, -1.751], [1.581, 0.788, -2.019], [0.655, -0.360, -3.044]], "forces_ev_per_angstrom": [[0.0, 0.0, 0.0], [-0.2, -0.3, 0.1], [-0.2, 0.3, 0.0], [0.3, 0.0, 0.2], [0.1, 0.0, -0.4], [0.0, 0.0, 0.0], [0.3, 0.0, -0.3], [-0.3, 0.3, -0.1], [-0.2, -0.4, 0.0], [0.1, 0.1, 0.4]]}



{"formula": "C2H8", "method": "ωB97M-V with the def2-TZVPD basis set", "e_lumo_ev": 1.187, "e_homo_ev": -12.5, "e_above_lowest_kj_mol": 14.87, "symbols": ["C", "H", "H", "H", "H", "C", "H", "H", "H", "H"], "positions_angstrom": [[0.226, -1.586, 0.187], [1.037, -2.272, 0.471], [-0.289, -1.231, 1.092], [-0.491, -2.113, -0.460], [0.646, -0.726, -0.356], [-0.226, 1.585, -0.187], [0.567, 1.255, -0.873], [-0.444, 0.784, 0.535], [-1.135, 1.819, -0.761], [0.107, 2.484, 0.353]], "forces_ev_per_angstrom": [[0.2, -0.2, -0.1], [-0.3, 0.2, -0.1], [0.2, -0.2, -0.3], [0.2, 0.2, 0.2], [-0.2, -0.6, 0.3], [-0.1, 0.2, 0.1], [-0.3, 0.2, 0.3], [0.1, 0.6, -0.4], [0.3, -0.1, 0.2], [-0.1, -0.3, -0.2]]}



{"formula": "C2H81O41", "method": "ωB97M-V with the def2-TZVPD basis set", "e_lumo_ev": 0.705, "e_homo_ev": -7.3, "charge": -1, "symbols": ["C", "C", "O", "O", "H", "H", "H", "O", "H", "H", "O", "H", "H", "O", "H", "H", "O", "H", "H", "O", "H", "H", "O", "H", "H", "O", "H", "H", "O", "H", "H", "O", "H", "H", "O", "H", "H", "O", "H", "H", "O", "H", "H", "O", "H", "H", "O", "H", "H", "O", "H", "H", "O", "H", "H", "O", "H", "H", "O", "H", "H", "O", "H", "H", "O", "H", "H", "O", "H", "H", "O", "H", "H", "O", "H", "H", "O", "H", "H", "O", "H", "H", "O", "H", "H", "O", "H", "H", "O", "H", "H", "O", "H", "H", "O", "H", "H", "O", "H", "H", "O", "H", "H", "O", "H", "H", "O", "H", "H", "O", "H", "H", "O", "H", "H", "O", "H", "H", "O", "H", "H", "O", "H", "H"], "positions_angstrom": [[-0.370, -0.727, -0.707], [0.629, -0.496, 0.393], [1.294, 0.535, 0.298], [0.603, -1.269, 1.333], [0.146, -0.405, -1.611], [-1.337, -0.246, -0.556], [-0.596, -1.777, -0.897], [4.469, 3.321, 0.834], [5.299, 3.713, 0.561], [4.696, 2.425, 1.080], [-1.101, -6.971, -1.688], [-0.637, -6.147, -1.539], [-1.943, -6.856, -1.248], [-3.946, 3.394, -3.765], [-4.179, 3.358, -4.693], [-3.028, 3.125, -3.738], [5.435, -3.119, 3.394], [5.338, -3.459, 4.283], [4.542, -2.912, 3.117], [2.893, -4.731, -1.783], [1.975, -4.628, -1.534], [3.309, -5.115, -1.011], [-0.921, 5.535, 0.340], [-0.296, 6.260, 0.363], [-0.624, 4.940, 1.029], [0.794, 3.251, 1.138], [0.701, 3.689, 0.292], [1.199, 2.410, 0.929], [4.511, 1.175, -4.430], [3.992, 1.010, -3.643], [5.306, 1.601, -4.108], [-0.961, -3.460, 2.496], [-0.388, -2.840, 2.046], [-1.770, -3.454, 1.985], [-1.251, 2.856, -2.525], [-1.193, 3.797, -2.356], [-0.441, 2.646, -2.990], [1.116, 2.041, -4.264], [1.754, 1.933, -4.970], [1.613, 1.869, -3.464], [-2.254, 2.377, 0.359], [-2.951, 2.504, -0.285], [-1.497, 2.100, -0.158], [-4.133, -0.460, 4.404], [-4.608, -1.289, 4.458], [-3.951, -0.348, 3.471], [-2.878, 4.033, 2.589], [-3.045, 3.405, 3.293], [-2.527, 3.503, 1.874], [3.844, -1.146, -0.230], [3.000, -0.878, 0.133], [3.756, -1.003, -1.173], [0.650, 3.029, 3.706], [0.504, 3.397, 2.834], [1.018, 2.161, 3.541], [-0.568, 0.320, 6.203], [-0.821, 1.177, 6.544], [-0.724, 0.381, 5.260], [2.501, -2.724, 2.733], [2.001, -2.363, 2.001], [1.907, -2.664, 3.481], [-1.149, -4.112, -4.905], [-0.377, -3.812, -4.424], [-1.888, -3.873, -4.345], [2.434, 3.943, -0.967], [2.579, 4.885, -0.875], [2.918, 3.554, -0.238], [-3.753, -1.015, -0.921], [-4.678, -0.906, -1.142], [-3.284, -0.568, -1.626], [-3.187, -2.236, -4.124], [-2.981, -1.677, -3.375], [-3.117, -1.656, -4.883], [3.703, 3.748, 3.677], [3.682, 3.729, 2.721], [3.205, 4.530, 3.913], [2.577, 0.700, 6.193], [2.674, 0.740, 5.242], [1.754, 1.157, 6.370], [-3.320, -0.028, 1.839], [-2.807, 0.728, 1.554], [-3.481, -0.524, 1.036], [-0.051, -4.652, -1.067], [-0.688, -4.212, -0.504], [0.117, -4.028, -1.772], [-2.878, -2.929, 0.658], [-3.094, -2.191, 0.087], [-3.702, -3.404, 0.758], [-2.165, 0.146, -3.013], [-2.087, 1.026, -2.644], [-1.454, 0.089, -3.652], [-5.736, 0.338, -2.593], [-6.651, 0.585, -2.726], [-5.436, 0.057, -3.458], [2.832, 1.466, -2.103], [2.945, 2.335, -1.717], [2.445, 0.941, -1.402], [0.898, -5.209, 3.314], [0.232, -4.554, 3.104], [1.699, -4.874, 2.910], [0.603, -2.352, 4.805], [-0.177, -2.403, 4.252], [0.491, -1.544, 5.305], [-4.458, 2.684, -1.340], [-5.019, 1.922, -1.487], [-4.311, 3.046, -2.214], [-1.102, -0.398, 3.509], [-1.958, -0.312, 3.090], [-0.504, -0.606, 2.792], [2.348, 0.585, 3.464], [1.914, 0.067, 2.786], [3.169, 0.868, 3.060], [0.008, -0.545, -4.428], [0.575, 0.226, -4.437], [0.088, -0.912, -5.308], [-1.450, 1.731, -5.625], [-1.620, 2.397, -6.291], [-0.728, 2.088, -5.108], [5.098, 0.712, 1.590], [4.612, 0.061, 1.083], [5.848, 0.231, 1.940], [0.438, -2.758, -3.038], [1.377, -2.838, -3.205], [0.174, -1.975, -3.521]], "forces_ev_per_angstrom": [[0.3, -0.8, -1.2], [-2.6, 0.1, -1.1], [2.3, 1.9, -0.4], [0.5, -1.6, 2.2], [-0.6, 0.4, -0.3], [0.4, 0.4, 0.1], [0.1, -0.1, 0.4], [-0.5, 0.7, -0.3], [0.2, 0.2, 0.0], [0.3, -1.1, 0.4], [-0.5, -1.1, -0.3], [0.3, 0.5, 0.1], [-0.1, 0.0, 0.1], [0.0, 0.4, -0.6], [-0.2, 0.0, -0.1], [0.7, -0.3, 0.1], [0.7, 0.0, -0.1], [-0.1, 0.0, 0.2], [-0.8, 0.1, -0.2], [0.2, 0.2, -0.5], [-0.3, -0.2, 0.4], [0.1, 0.0, 0.2], [0.0, 0.1, -0.6], [0.1, 0.2, 0.1], [-0.2, -0.3, 0.5], [-0.3, 0.6, -0.3], [0.1, 0.1, -0.4], [0.0, -0.9, 0.0], [0.0, 0.0, -0.6], [-0.2, 0.0, 0.6], [0.2, 0.1, 0.0], [0.1, -0.3, 0.6], [0.3, 0.6, -0.4], [-0.3, 0.2, -0.2], [-0.3, -0.2, -0.2], [-0.1, 0.4, 0.4], [0.4, 0.0, -0.2], [-0.9, -0.1, -0.6], [0.4, 0.2, -0.3], [0.9, -0.1, 1.1], [0.5, -0.4, 0.6], [-1.0, 0.2, -0.5], [0.5, 0.1, 0.0], [-0.3, 0.0, 0.7], [0.0, -0.2, 0.1], [0.0, 0.1, -0.5], [-0.2, 0.5, 0.3], [0.1, -0.1, 0.2], [0.2, -0.3, -0.5], [0.4, 0.0, 0.2], [-0.6, 0.1, 0.3], [0.1, 0.0, -0.3], [-0.5, 0.4, 1.0], [-0.1, -0.1, -0.1], [0.4, -0.4, 0.1], [0.2, 0.0, 0.6], [-0.1, 0.2, 0.1], [-0.2, -0.1, -0.8], [1.1, -0.5, -0.5], [-0.2, 0.2, -0.2], [-0.5, 0.3, 1.0], [0.1, -0.3, -0.8], [0.1, -0.1, 0.4], [-0.3, 0.2, 0.1], [-0.5, 0.1, -1.0], [0.1, 0.2, 0.0], [0.6, 0.0, 0.9], [-0.2, -0.1, 0.3], [-0.5, 0.1, -0.1], [0.6, 0.3, -0.4], [-0.4, -0.4, 0.0], [0.1, 0.3, 0.2], [0.1, 0.1, -0.2], [0.5, 0.0, 0.2], [0.0, 0.0, -0.4], [-0.4, 0.0, 0.2], [0.5, 0.0, 0.8], [-0.2, -0.1, -0.4], [-0.3, -0.1, -0.1], [-0.2, -0.1, 0.2], [0.2, 0.8, -0.3], [-0.1, -0.1, -0.3], [0.4, 0.0, 0.3], [-0.2, 0.1, 0.5], [-0.3, 0.5, -0.6], [0.2, -0.8, 0.4], [-0.1, 0.4, -0.6], [-0.2, -0.2, 0.0], [-1.0, 0.0, 0.4], [-0.1, 0.5, 0.2], [0.4, -0.4, -0.5], [-0.1, -0.1, 0.3], [-0.3, 0.0, 0.1], [0.3, -0.1, -0.3], [0.1, -0.5, -1.0], [0.0, 0.7, 0.1], [-0.6, -0.4, 0.8], [0.5, -0.9, 0.3], [-0.5, 0.1, -0.1], [0.2, 0.2, 0.0], [0.5, -0.4, 0.0], [-0.6, -0.1, -0.1], [0.1, 0.4, 0.3], [0.2, 0.0, 1.1], [-0.1, -0.3, -0.1], [-0.2, 0.2, -0.4], [0.2, 0.3, 0.6], [-0.3, -0.2, 0.0], [0.4, -0.1, -0.3], [-0.1, 0.4, 0.0], [-0.3, -0.6, -0.3], [0.4, 0.2, -0.1], [-0.1, -0.4, -0.2], [0.3, 0.7, 0.2], [-0.3, -0.2, -0.4], [-0.4, -0.1, -0.2], [-0.1, 0.1, -0.2], [0.4, 0.1, 0.2], [0.0, 0.7, 0.2], [-0.2, -0.6, -0.6], [0.2, -0.1, 0.3], [0.4, -0.9, 0.3], [0.5, -0.1, 0.1], [-0.2, 0.7, -0.1]]}



{"formula": "C2H8AsF6N4O2Sn", "method": "ωB97M-V with the def2-TZVPD basis set", "e_lumo_ev": -7.352, "e_homo_ev": -13.9, "charge": 1, "symbols": ["Sn", "As", "F", "F", "F", "F", "F", "F", "C", "O", "N", "N", "H", "H", "H", "H", "C", "O", "N", "N", "H", "H", "H", "H"], "positions_angstrom": [[2.364, 0.970, 0.227], [-0.963, -1.991, -0.016], [-1.013, -0.890, -1.368], [-2.408, -2.794, -0.499], [-0.699, -3.084, 1.310], [0.524, -1.162, 0.494], [-1.956, -0.970, 0.974], [-0.091, -3.072, -1.055], [0.516, 1.779, -3.166], [1.131, 1.805, -2.073], [-0.264, 0.747, -3.537], [0.659, 2.743, -4.105], [-0.361, -0.001, -2.866], [-0.736, 0.801, -4.420], [0.235, 2.640, -5.007], [1.210, 3.553, -3.890], [0.655, -0.204, 3.347], [1.642, -0.322, 2.580], [0.345, 0.951, 3.997], [-0.112, -1.255, 3.644], [-0.626, 1.189, 4.128], [0.930, 1.768, 4.000], [-0.117, -2.035, 2.996], [-0.863, -1.168, 4.307]], "forces_ev_per_angstrom": [[-2.3, -1.5, 0.1], [-1.6, -2.2, -0.9], [-0.1, 0.5, 0.2], [0.2, 0.3, 0.0], [0.1, 0.4, 0.2], [0.8, 1.0, -0.4], [0.9, 0.4, 0.0], [0.5, 0.5, 0.4], [-0.4, -0.9, -1.3], [0.9, 0.0, 1.6], [0.8, 0.8, 0.8], [0.2, 0.1, 0.8], [-0.5, -0.3, -0.2], [-0.3, -0.5, 0.1], [0.0, 0.2, -0.1], [0.0, 0.0, -0.1], [-0.2, -0.1, 0.4], [0.9, 1.2, -1.0], [-0.5, 0.6, -0.1], [0.2, 0.1, -0.5], [0.0, -0.3, 0.2], [0.4, -0.3, -0.3], [0.0, -0.1, 0.1], [0.0, -0.1, 0.0]]}



{"formula": "C2H8BNO2", "method": "ωB97M-V with the def2-TZVPD basis set", "e_lumo_ev": 0.250, "e_homo_ev": -7.8, "e_above_lowest_kj_mol": 269.02, "symbols": ["B", "C", "C", "N", "O", "O", "H", "H", "H", "H", "H", "H", "H", "H"], "positions_angstrom": [[0.796, -1.136, -1.149], [-0.921, 1.010, -0.576], [-0.031, -0.082, 1.360], [-0.586, -0.257, 0.078], [1.003, -0.745, -2.386], [1.283, -2.253, -0.677], [-0.162, 1.754, -0.245], [-1.148, 0.850, -1.570], [-1.852, 1.524, -0.112], [-0.399, -0.892, 1.943], [1.075, -0.152, 1.654], [-0.419, 0.919, 1.859], [1.363, -1.408, -3.013], [0.718, -2.833, -0.111]], "forces_ev_per_angstrom": [[-3.9, 1.9, 2.7], [-0.5, 1.3, 4.1], [0.5, 1.6, 3.0], [2.8, -1.3, -4.7], [0.2, 0.9, -1.8], [0.2, -3.0, 1.5], [0.0, -0.1, -1.4], [0.1, 0.1, -2.2], [0.9, -1.2, -0.5], [-0.6, -0.6, 1.1], [-0.8, 0.5, -1.3], [0.7, -1.9, -0.9], [-0.2, 0.5, 0.8], [0.8, 1.2, -0.5]]}



Copy entry 2 word for word.
{"formula": "C2H8", "method": "ωB97M-V with the def2-TZVPD basis set", "e_lumo_ev": 1.065, "e_homo_ev": -13.3, "e_above_lowest_kj_mol": 0.42, "symbols": ["C", "H", "H", "H", "H", "C", "H", "H", "H", "H"], "positions_angstrom": [[-1.045, 0.172, 2.033], [-0.418, 1.042, 1.789], [-0.461, -0.750, 1.899], [-1.920, 0.153, 1.367], [-1.382, 0.244, 3.078], [1.045, -0.172, -2.033], [0.210, -0.137, -1.318], [1.736, -0.981, -1.751], [1.581, 0.788, -2.019], [0.655, -0.360, -3.044]], "forces_ev_per_angstrom": [[0.0, 0.0, 0.0], [-0.2, -0.3, 0.1], [-0.2, 0.3, 0.0], [0.3, 0.0, 0.2], [0.1, 0.0, -0.4], [0.0, 0.0, 0.0], [0.3, 0.0, -0.3], [-0.3, 0.3, -0.1], [-0.2, -0.4, 0.0], [0.1, 0.1, 0.4]]}



Question: What is the formula in the fifth record?
Answer: C2H8AsF6N4O2Sn



Question: Number 4 is which compound?
Answer: C2H81O41